Below is a 9-piece molecular cluster, C36H99N9O9 overall at a distorted geometry, with properties calculated with the ωB97M-V functional and the def2-TZVPD basis.

Last column: Löwdin charge in e.
Geometry (Å):
1 C 3.9037 3.6304 -3.7105  -0.115
2 O 4.4584 2.4855 -3.1086  -0.197
3 C 3.8810 2.2172 -1.8391  -0.192
4 C 4.2620 0.7659 -1.4629  -0.415
5 C 5.7465 0.5394 -1.6360  -0.060
6 N 3.5509 -0.1835 -2.3531  0.051
7 H 4.5839 3.9438 -4.4965  0.091
8 H 3.7757 4.4883 -3.0352  0.084
9 H 2.8807 3.4429 -4.0574  0.073
10 H 4.4216 2.8117 -1.0900  0.128
11 H 2.7993 2.3413 -1.9014  0.118
12 H 3.9928 0.5375 -0.4290  0.125
13 H 6.0687 -0.3473 -1.0776  0.065
14 H 6.3147 1.2814 -1.0587  0.086
15 H 6.1068 0.4962 -2.6582  0.083
16 H 3.8425 0.1061 -3.2842  0.079
17 H 2.5480 -0.0335 -2.2979  0.061
18 C -6.3446 -0.2095 5.9437  -0.118
19 O -6.7837 0.5889 4.8804  -0.183
20 C -7.5976 -0.0429 3.9091  -0.219
21 C -7.3744 0.6089 2.5826  -0.438
22 C -8.3114 0.0640 1.4854  -0.053
23 N -6.0118 0.3163 2.1239  0.057
24 H -6.4224 -1.2746 5.7075  0.084
25 H -6.9494 -0.0242 6.8429  0.085
26 H -5.3279 0.0442 6.2510  0.075
27 H -7.2938 -1.1006 3.8595  0.122
28 H -8.6543 -0.0871 4.2025  0.131
29 H -7.4887 1.6966 2.6764  0.135
30 H -9.3659 0.2753 1.6667  0.075
31 H -8.1305 -1.0122 1.4987  0.079
32 H -8.0288 0.4600 0.5122  0.058
33 H -5.2861 0.3406 2.8316  0.039
34 H -5.7520 0.9642 1.3924  0.039
35 C -0.7391 3.2975 -3.5333  -0.112
36 O -0.6785 4.5097 -4.2397  -0.199
37 C 0.2217 5.4967 -3.7813  -0.198
38 C 0.4820 6.5585 -4.8544  -0.452
39 C 0.5162 6.0537 -6.2953  -0.055
40 N 1.6299 7.4000 -4.5879  0.035
41 H -1.4123 2.6202 -4.0530  0.088
42 H -0.8422 3.4011 -2.4529  0.084
43 H 0.2156 2.7717 -3.7158  0.077
44 H -0.3153 5.9401 -2.9347  0.128
45 H 1.1989 5.1206 -3.4435  0.107
46 H -0.4059 7.2042 -4.8089  0.130
47 H -0.3140 5.4043 -6.5673  0.073
48 H 1.3805 5.3789 -6.3592  0.080
49 H 0.5655 6.8978 -6.9766  0.080
50 H 1.9116 7.3953 -3.6147  0.067
51 H 2.4505 7.1580 -5.1293  0.067
52 C 7.3938 -5.1465 -0.9928  -0.109
53 O 6.7205 -4.4259 0.0162  -0.173
54 C 5.5096 -3.8885 -0.4708  -0.226
55 C 4.8674 -2.8971 0.4843  -0.442
56 C 4.5605 -3.4704 1.8431  -0.052
57 N 3.6557 -2.3859 -0.1450  0.060
58 H 6.9020 -6.1063 -1.1861  0.089
59 H 8.4297 -5.3159 -0.7154  0.086
60 H 7.3567 -4.5755 -1.9268  0.082
61 H 5.5709 -3.4199 -1.4627  0.104
62 H 4.8458 -4.7614 -0.5923  0.127
63 H 5.5982 -2.0712 0.5458  0.127
64 H 4.0208 -2.7479 2.4571  0.071
65 H 5.4390 -3.8526 2.3649  0.077
66 H 3.9533 -4.3740 1.7195  0.087
67 H 3.1308 -1.8076 0.4905  0.050
68 H 3.8515 -1.9749 -1.0522  0.040
69 C 0.7649 -0.1242 1.0412  -0.092
70 O -0.1162 0.8287 0.4896  -0.178
71 C -0.6025 0.5104 -0.7891  -0.209
72 C -2.1036 0.7447 -0.9886  -0.442
73 C -3.0039 0.2799 0.1401  -0.052
74 N -2.5208 0.0116 -2.1832  0.053
75 H 1.5194 -0.4565 0.3181  0.064
76 H 0.1905 -0.9825 1.4028  0.093
77 H 1.2934 0.3806 1.8497  0.084
78 H -0.0472 1.0296 -1.5843  0.109
79 H -0.4165 -0.5506 -1.0130  0.106
80 H -2.2510 1.8267 -1.1084  0.098
81 H -4.0212 0.2090 -0.2442  0.053
82 H -3.1115 1.0051 0.9516  0.064
83 H -2.6443 -0.6355 0.6088  0.082
84 H -1.9523 0.2284 -2.9894  0.064
85 H -3.5097 0.1790 -2.2910  0.049
86 C -2.7400 -4.0159 3.5649  -0.119
87 O -2.0274 -2.8360 3.8142  -0.186
88 C -2.8289 -1.6834 4.0207  -0.196
89 C -2.0243 -0.4757 3.5978  -0.423
90 C -0.7989 -0.2259 4.4788  -0.065
91 N -2.8982 0.6999 3.5965  0.039
92 H -2.0936 -4.8583 3.7967  0.086
93 H -3.0671 -4.0964 2.5195  0.089
94 H -3.6743 -4.0951 4.1341  0.086
95 H -3.7684 -1.7675 3.4666  0.121
96 H -3.0554 -1.6148 5.0936  0.129
97 H -1.6850 -0.5564 2.5650  0.100
98 H -1.0483 -0.1260 5.5415  0.080
99 H -0.3644 0.7318 4.1933  0.069
100 H -0.1352 -1.0928 4.4382  0.080
101 H -3.3126 0.9311 4.4949  0.074
102 H -2.4599 1.5711 3.3247  0.077
103 C -8.6992 1.3895 -3.8330  -0.094
104 O -7.8205 1.3517 -2.7150  -0.196
105 C -6.5554 1.8948 -3.0055  -0.220
106 C -5.8417 2.1944 -1.6891  -0.428
107 C -6.6700 3.0980 -0.7512  -0.049
108 N -4.5337 2.8025 -1.9579  0.049
109 H -8.9073 2.4236 -4.1128  0.088
110 H -9.5917 0.8843 -3.4641  0.089
111 H -8.3290 0.8095 -4.6827  0.087
112 H -5.9372 1.1629 -3.5367  0.130
113 H -6.6330 2.8589 -3.5254  0.129
114 H -5.6865 1.2363 -1.1836  0.109
115 H -7.7081 2.7759 -0.6684  0.071
116 H -6.6221 4.1577 -0.9972  0.079
117 H -6.2319 2.9549 0.2425  0.066
118 H -4.2763 3.4557 -1.2295  0.075
119 H -4.5705 3.3457 -2.8150  0.074
120 C 4.2497 -3.1613 -4.4670  -0.134
121 O 2.9202 -3.2218 -4.0671  -0.190
122 C 2.5757 -4.4096 -3.3796  -0.208
123 C 1.1249 -4.3086 -2.9369  -0.417
124 C 0.9317 -3.0954 -2.0386  -0.081
125 N 0.7623 -5.5410 -2.1988  0.031
126 H 4.9432 -2.9082 -3.6469  0.066
127 H 4.4085 -2.3919 -5.2176  0.086
128 H 4.6349 -4.1362 -4.7966  0.087
129 H 2.6687 -5.1979 -4.1409  0.128
130 H 3.2251 -4.6466 -2.5273  0.117
131 H 0.5059 -4.2909 -3.8355  0.139
132 H 1.1419 -2.1316 -2.5153  0.061
133 H 1.6096 -3.1532 -1.1803  0.053
134 H -0.0565 -2.9492 -1.5898  0.069
135 H 1.2886 -5.5219 -1.3287  0.066
136 H -0.2137 -5.4279 -1.9473  0.066
137 C 3.1475 0.7282 4.7385  -0.104
138 O 3.8612 -0.4864 4.6445  -0.198
139 C 5.2665 -0.3063 4.7132  -0.212
140 C 6.0220 -1.5912 5.0714  -0.451
141 C 5.5555 -2.3046 6.3038  -0.062
142 N 7.4431 -1.3092 5.1154  0.032
143 H 3.5728 1.3809 5.4998  0.087
144 H 2.0872 0.5133 4.8553  0.067
145 H 3.1815 1.2093 3.7485  0.084
146 H 5.6145 0.2482 3.8340  0.126
147 H 5.4356 0.3622 5.5784  0.117
148 H 5.8424 -2.2792 4.2382  0.118
149 H 4.5784 -2.7867 6.2134  0.080
150 H 5.3353 -1.6064 7.1258  0.082
151 H 6.2294 -3.0620 6.6985  0.079
152 H 7.7842 -0.7741 4.3224  0.070
153 H 7.7655 -0.7315 5.8868  0.074

Values from the calculation:
SMILES: COC[C@H](C)N.COC[C@H](C)N.COC[C@H](C)N.COC[C@H](C)N.COC[C@H](C)N.COC[C@H](C)N.COC[C@H](C)N.COC[C@H](C)N.COC[C@H](C)N
Total energy, Ha: -2600.74948
HOMO, eV: -8.7
LUMO level, eV: 0.49
F_max, hartree/bohr: 0.0399